The following is a quantum chemistry calculation of a molecular structure, C42H65As3EuN9O5S3 at a distorted geometry, from the Open Molecules 2025 dataset.

Each line ends with the Löwdin charge.
Positions of all 128 atoms, in Å:
Eu -0.259 -0.287 0.178  1.384
As -7.402 -3.659 0.714  1.092
As -2.917 -0.420 1.925  1.109
As -2.580 -1.954 -1.552  1.052
S 0.657 -1.695 -3.161  0.650
S 0.942 2.204 2.220  0.542
S 1.207 0.151 -5.355  0.960
O -1.106 -2.840 0.883  -0.234
O 1.729 -2.251 -0.273  -0.200
O -0.374 1.796 1.772  -0.485
O 1.454 1.377 3.312  -0.316
O 0.352 -1.197 2.531  -0.203
N 1.245 1.776 -1.123  0.037
N 6.017 -2.429 0.090  -0.025
N 2.757 -2.123 3.056  0.083
N 4.846 -2.510 -0.594  0.051
N 4.990 -2.330 -1.856  0.088
N 1.944 2.388 1.021  -0.127
N -1.937 1.834 -1.216  0.018
N 4.805 -2.364 2.248  -0.019
N 2.959 -0.514 -3.746  -0.044
C 8.324 -1.935 -0.698  -0.022
C -4.325 -2.378 -0.671  -0.339
C 6.373 -2.216 -2.094  -0.192
C -3.708 1.311 2.484  -0.273
C 3.751 -1.549 2.350  -0.332
C -3.283 -1.545 -3.349  -0.318
C -1.008 5.303 3.844  -0.025
C -0.334 7.596 4.658  -0.039
C 2.800 0.957 -5.684  -0.337
C -2.986 3.974 -2.656  -0.087
C 4.571 -3.500 3.052  -0.022
C 1.587 4.773 3.045  -0.067
C -2.584 -1.076 3.746  -0.287
C 9.074 -1.702 -1.840  -0.040
C 1.719 4.260 -2.133  -0.113
C -2.035 3.075 -0.640  -0.114
C 7.117 -2.051 -3.267  -0.024
C 2.000 4.037 -0.816  0.016
C 1.284 5.982 3.623  -0.031
C -2.293 1.729 -2.527  -0.146
C -5.116 0.006 -0.438  -0.072
C 3.563 -0.264 1.662  -0.012
C -0.013 6.281 3.994  -0.257
C -6.594 -1.918 0.207  -0.384
C 8.453 -1.790 -3.118  -0.071
C 6.036 -2.076 1.496  -0.046
C 6.992 -2.201 -0.819  -0.195
C 1.168 3.326 -2.918  -0.097
C 0.646 3.824 2.823  -0.266
C -6.032 -4.563 1.701  -0.396
C -1.908 -3.808 -1.728  -0.317
C -2.597 4.162 -1.337  -0.032
C -4.569 -1.394 1.610  -0.361
C -5.143 -1.412 0.208  -0.645
C 1.693 2.732 -0.315  -0.384
C 3.252 -3.338 3.456  -0.106
C -7.185 -4.779 -0.798  -0.374
C 1.691 -0.705 -3.970  -1.209
C -0.673 4.080 3.322  -0.040
C -2.926 2.773 -3.186  -0.083
C 3.786 0.365 -4.588  -0.141
C 0.980 2.021 -2.416  -0.172
H -4.377 -2.377 2.062  0.065
H -6.750 -5.732 -0.404  0.028
H 1.226 -1.556 2.789  -0.003
H -2.496 -2.153 3.811  0.031
H -2.651 -4.529 -2.227  0.063
H 4.264 1.086 -3.899  0.127
H -3.148 1.904 3.278  0.048
H 2.764 -4.025 4.145  0.109
H 0.607 8.108 4.820  0.076
H 1.999 5.169 -2.615  0.108
H 2.673 -0.253 0.975  0.059
H 4.365 0.049 1.056  0.063
H 3.058 0.687 -6.641  0.042
H 0.346 1.305 -3.085  0.073
H 1.965 6.753 3.893  0.105
H 6.208 -0.960 1.634  0.164
H -4.023 -3.293 -0.143  0.050
H -3.333 -0.760 4.535  0.068
H -4.663 0.950 2.813  0.003
H -0.354 -3.306 0.538  0.007
H -7.198 -1.186 0.870  0.087
H -5.536 -0.046 -1.398  0.058
H -6.518 -4.398 -1.583  0.019
H 2.555 -2.831 -0.193  0.071
H -5.748 0.724 0.070  0.086
H -3.139 2.582 -4.180  0.094
H -5.065 -4.411 1.192  0.003
H 3.379 -0.959 -2.954  0.097
H -1.657 -0.686 4.005  -0.033
H -3.822 -2.438 -3.645  0.017
H -8.146 -5.118 -1.168  0.010
H 2.380 4.814 -0.191  0.104
H 0.133 -0.490 3.170  0.038
H -3.740 1.891 1.550  0.003
H -1.589 3.148 0.353  0.084
H -4.076 0.406 -0.528  0.040
H 3.173 0.469 2.355  0.052
H -1.359 3.273 3.277  0.070
H 1.511 -2.278 -1.221  -0.112
H 2.575 4.595 2.729  0.104
H 8.811 -1.852 0.250  0.110
H -1.671 -4.314 -0.794  0.009
H -3.388 4.816 -3.207  0.120
H -0.682 -2.458 1.729  0.025
H -2.585 -1.283 -4.157  0.019
H -4.020 -0.742 -3.181  0.015
H -6.180 -5.705 1.712  0.049
H -5.331 -1.026 2.287  0.079
H 6.692 -2.388 -4.236  0.130
H 0.973 3.640 -3.968  0.120
H -1.997 5.588 4.177  0.117
H -0.912 7.556 5.560  0.075
H 6.841 -2.605 1.953  0.131
H -4.880 -2.896 -1.457  0.058
H 2.763 1.977 -5.519  0.044
H -2.106 0.754 -3.002  0.076
H 4.610 -0.250 -4.972  0.113
H -6.058 -4.303 2.809  0.040
H -1.050 -3.797 -2.401  -0.023
H -7.105 -1.858 -0.761  0.060
H 9.046 -1.731 -3.955  0.080
H -1.048 8.152 4.075  0.079
H 5.230 -4.262 3.325  0.094
H 10.164 -1.535 -1.703  0.125
H -2.784 5.078 -0.762  0.115

The charge is +1. As for the LUMO energy (alpha / beta): -0.07445 / -0.07445 Eh. As for the multiplicity: 8. The value obtained for the orbital gap (alpha / beta) is 7.51 / 7.83 eV.



The following is a quantum chemistry calculation of 5 unconnected molecules or ions with the total composition C16H35N4O8P at a distorted geometry, from the Open Molecules 2025 dataset.

Each line ends with the Löwdin charge.
Positions of all 64 atoms, in Å:
P 0.364 1.046 -5.315  0.445
O -0.792 2.043 -4.729  -0.148
O 0.592 1.578 -6.805  -0.092
O 0.592 -1.547 -0.490  0.021
O -0.340 -0.424 -5.677  -0.057
O 3.026 0.474 3.646  0.019
O 1.623 1.057 -4.597  -0.215
O -2.257 -3.475 -3.617  -0.006
O -2.772 -2.040 2.411  0.022
N 4.948 1.598 3.400  0.013
N -0.090 0.480 0.152  0.022
N -1.845 -3.472 -1.429  0.029
N -3.120 0.078 3.062  0.012
C -2.032 -3.789 -0.022  -0.063
C -3.780 -4.734 -2.251  -0.012
C -2.328 -1.017 2.907  -0.535
C -0.817 -0.587 -3.337  -0.089
C 0.854 -0.496 0.075  -0.538
C -0.893 -0.915 3.369  0.006
C 0.021 1.785 0.770  -0.067
C -1.755 3.863 -5.951  0.024
C 3.905 1.507 5.618  -0.009
C 2.193 -0.218 0.702  -0.007
C -2.767 1.367 3.624  -0.086
C -0.733 3.335 -5.241  -0.246
C 6.082 2.401 3.819  -0.073
C -0.968 -0.959 -4.642  -0.195
C -2.580 -3.849 -2.493  -0.542
C 3.912 1.147 4.152  -0.539
H -3.476 -5.676 -1.795  0.082
H -1.640 -1.778 -4.938  0.109
H -4.254 -4.944 -3.206  0.077
H -0.733 1.890 1.555  0.060
H -0.040 -1.084 -2.765  0.054
H 2.661 0.646 0.225  0.090
H -1.442 0.154 -2.867  0.052
H 3.874 2.589 5.749  0.085
H -0.400 -1.862 3.177  0.092
H 2.832 -1.084 0.559  0.089
H -2.141 -2.868 0.543  0.047
H 0.208 3.863 -5.114  0.121
H -0.846 -0.706 4.438  0.088
H -3.400 1.581 4.488  0.082
H -2.082 3.372 -6.864  0.056
H 2.087 -0.034 1.771  0.042
H 4.892 1.321 2.432  0.140
H -4.501 -4.234 -1.604  0.082
H -4.062 -0.058 2.733  0.139
H -1.146 -4.312 0.342  0.088
H 3.020 1.075 6.075  0.081
H 7.009 1.861 3.623  0.085
H -1.054 -2.888 -1.669  0.101
H -0.215 1.397 -7.308  0.091
H -2.923 2.152 2.881  0.078
H -0.366 -0.132 2.823  0.058
H -0.150 2.563 0.024  0.086
H -1.729 1.383 3.938  0.071
H -2.906 -4.412 0.135  0.076
H 1.004 1.925 1.208  0.077
H 6.026 2.631 4.877  0.071
H 4.788 1.107 6.117  0.086
H -2.283 4.758 -5.657  0.053
H -0.961 0.232 -0.292  0.134
H 6.101 3.335 3.255  0.084

The energy above the lowest of the compared OMol25 structures with the same formula, charge and spin comes out at 0.614 eV. As for the LUMO energy: -0.00209 Eh. The value obtained for the orbital gap is 6.45 eV.



The following is a quantum chemistry calculation of 2 unconnected molecules or ions with the total composition C5H7NO2 at a distorted geometry, from the Open Molecules 2025 dataset.

Each line ends with the Löwdin charge.
Positions of all 15 atoms, in Å:
O 1.710 -1.855 0.015  0.030
O 3.048 -0.038 0.262  0.089
N -0.769 -0.833 -0.488  -0.035
C 0.656 1.603 0.677  0.089
C -1.933 -0.679 0.259  -0.190
C 0.815 1.735 -0.664  0.154
C 0.989 0.425 -0.012  -0.011
C 2.065 -0.697 0.102  -0.725
H 0.718 2.391 -1.432  0.081
H -2.602 0.242 -0.010  0.106
H -2.669 -1.601 0.331  0.107
H -1.680 -0.435 1.294  0.066
H -0.084 -1.528 -0.387  0.037
H 0.593 2.078 1.558  0.081
H -0.858 -0.808 -1.505  0.121

The energy above the lowest of the compared OMol25 structures with the same formula, charge and spin comes out at 4.791 eV. As for the LUMO energy: 0.00834 Eh. The value obtained for the orbital gap is 9.27 eV.



The following is a quantum chemistry calculation of a single C27H35N7O2 molecule at a distorted geometry, from the Open Molecules 2025 dataset.

Each line ends with the Löwdin charge.
Positions of all 71 atoms, in Å:
O 0.128 -0.391 -1.586  0.080
O 2.939 3.892 3.415  -0.112
N -3.143 -3.087 -3.211  0.130
N 0.765 -3.193 -1.798  -0.053
N 1.405 3.061 1.321  -0.090
N -1.739 -2.605 0.014  0.163
N 1.618 0.962 -0.609  -0.044
N -0.799 -3.387 -3.477  0.129
N -3.758 -2.553 -0.929  0.042
C 0.311 2.737 0.432  -0.134
C -1.605 -2.870 -1.328  -0.136
C 1.157 -0.270 -0.950  -0.404
C 2.739 1.309 0.233  -0.118
C 2.785 4.767 2.366  -0.198
C -4.622 -3.205 1.970  -0.192
C 3.168 -1.631 -1.563  -0.149
C 2.022 -1.463 -0.553  -0.198
C 3.582 4.343 4.580  -0.085
C -3.015 -2.421 0.211  -0.290
C 3.114 6.899 1.288  -0.099
C 0.789 2.120 -0.891  -0.111
C 2.222 1.892 1.561  -0.124
C -2.875 -2.849 -1.925  -0.230
C 2.000 4.321 1.275  -0.156
C 2.324 6.491 0.236  -0.099
C 3.339 6.034 2.349  -0.031
C -2.050 -3.351 -3.899  -0.229
C -3.633 -2.120 1.527  -0.110
C 1.828 -3.371 -2.757  -0.148
C 1.782 5.217 0.231  -0.027
C 1.189 -2.757 -0.496  -0.101
C -5.926 -3.483 -0.228  -0.173
C -5.183 -2.448 -1.074  -0.125
C -0.520 -3.130 -2.190  -0.229
C -5.973 -3.137 1.260  -0.213
C 2.616 -2.071 -2.917  -0.153
H 1.177 4.923 -0.612  0.097
H -5.388 -2.607 -2.136  0.120
H 4.639 4.569 4.401  0.096
H -6.654 -3.837 1.752  0.107
H 0.307 -2.608 0.128  0.100
H 3.058 2.148 2.206  0.117
H -0.296 3.623 0.252  0.122
H 1.374 -3.672 -3.701  0.108
H 3.087 5.226 4.998  0.098
H 3.381 0.452 0.422  0.111
H -4.171 -4.187 1.811  0.119
H 1.381 2.842 -1.465  0.123
H 3.508 3.521 5.290  0.095
H 1.945 -1.304 -3.308  0.118
H 3.943 6.374 3.175  0.100
H 3.431 -2.216 -3.627  0.113
H -5.508 -1.438 -0.798  0.132
H -6.950 -3.552 -0.602  0.110
H -2.822 -2.041 2.252  0.117
H 3.860 -2.392 -1.189  0.119
H -4.148 -1.156 1.481  0.122
H -2.192 -3.566 -4.951  0.102
H -6.393 -2.134 1.381  0.111
H 2.425 -1.304 0.451  0.133
H 1.818 -3.544 -0.055  0.134
H 3.331 2.075 -0.284  0.136
H -0.060 1.787 -1.489  0.122
H 2.130 7.155 -0.594  0.101
H 1.604 1.140 2.064  0.134
H 3.720 -0.695 -1.671  0.110
H 3.552 7.885 1.301  0.100
H -5.454 -4.458 -0.367  0.122
H -0.312 1.995 0.945  0.132
H 2.493 -4.167 -2.396  0.127
H -4.796 -3.092 3.043  0.107

The energy above the lowest of the compared OMol25 structures with the same formula, charge and spin comes out at 0.307 eV. As for the LUMO energy: 0.02482 Eh. The value obtained for the orbital gap is 8.09 eV.



The following is a quantum chemistry calculation of a single C18H23N3O3 molecule, from the Open Molecules 2025 dataset.

Each line ends with the Löwdin charge.
Positions of all 47 atoms, in Å:
O -0.434 3.189 0.023  0.036
O -0.069 -0.906 -0.876  0.029
O -5.144 -2.335 0.265  -0.133
N -1.504 1.344 -0.747  0.082
N -4.247 0.318 0.593  -0.179
N 3.183 1.315 0.131  0.112
C 5.852 0.193 0.356  -0.205
C -6.013 -1.242 0.082  -0.201
C 3.653 -2.746 -0.612  -0.064
C 4.757 -1.966 -0.281  -0.028
C -3.327 -0.794 0.729  -0.166
C 5.921 0.400 1.872  -0.087
C 0.838 1.210 -0.280  -0.030
C 3.365 -0.025 -0.115  -0.127
C 1.971 1.888 0.050  0.007
C -5.255 -0.001 -0.398  -0.174
C -4.128 -2.015 1.188  -0.194
C -3.655 1.630 0.481  -0.169
C -2.814 1.938 -0.779  -0.145
C 2.410 -2.168 -0.700  -0.004
C 4.641 -0.612 -0.032  -0.173
C 2.246 -0.801 -0.455  -0.060
C 0.902 -0.212 -0.565  -0.302
C -0.425 2.013 -0.310  -0.458
H 5.732 -2.427 -0.218  0.116
H -1.383 0.352 -0.940  0.091
H 6.747 -0.341 0.035  0.111
H -3.020 1.783 1.359  0.125
H 5.992 -0.561 2.374  0.080
H -6.751 -1.558 -0.658  0.123
H 3.987 1.877 0.369  0.143
H -5.947 0.838 -0.491  0.126
H -2.671 3.020 -0.834  0.118
H 6.795 0.992 2.134  0.073
H -4.474 2.353 0.525  0.117
H 1.903 2.947 0.261  0.143
H -4.818 -0.218 -1.388  0.124
H 1.533 -2.740 -0.956  0.119
H 3.780 -3.801 -0.800  0.105
H -2.570 -0.547 1.475  0.130
H 5.856 1.160 -0.155  0.107
H -4.573 -1.806 2.173  0.126
H 5.034 0.907 2.247  0.069
H -3.339 1.599 -1.676  0.116
H -2.827 -1.048 -0.219  0.118
H -3.488 -2.896 1.255  0.125
H -6.520 -1.006 1.030  0.126

The energy above the lowest of the compared OMol25 structures with the same formula, charge and spin comes out at 1.927 eV. As for the LUMO energy: 0.00743 Eh. The value obtained for the orbital gap is 8.27 eV.



The following is a quantum chemistry calculation of 2 unconnected molecules or ions with the total composition C6H14N3O at a distorted geometry, from the Open Molecules 2025 dataset.

Each line ends with the Löwdin charge.
Positions of all 24 atoms, in Å:
O -1.666 2.177 -0.661  0.084
N 0.908 1.089 0.694  0.102
N 1.101 -0.658 -0.886  0.107
N 2.988 0.567 -0.315  -0.008
C -2.055 -1.357 0.270  -0.099
C -1.586 0.846 -0.705  -0.210
C -2.492 0.057 0.203  -0.185
C 2.585 -0.717 -0.851  -0.125
C 0.439 0.280 -0.235  -0.119
C 2.378 0.941 0.899  -0.166
H -2.458 -2.024 1.014  0.091
H 0.503 -1.359 -1.256  0.136
H 2.682 0.380 1.773  0.142
H -2.554 0.483 1.118  0.085
H -3.469 0.240 -0.466  0.196
H 2.630 1.878 1.271  0.111
H -2.061 -1.933 -0.605  0.073
H 0.427 1.964 0.647  0.130
H -1.857 2.315 0.261  0.111
H 2.849 1.253 -1.037  0.133
H -1.064 -1.487 0.664  0.063
H -1.611 0.349 -1.613  0.112
H 2.830 -1.523 -0.283  0.097
H 3.121 -0.917 -1.761  0.138

The charge is +1. The energy above the lowest of the compared OMol25 structures with the same formula, charge and spin comes out at 2.192 eV. As for the LUMO energy: -0.09855 Eh. The value obtained for the orbital gap is 10.40 eV.